Model i:
Here is a cluster of 2 separate species, C4H13NOS in total from OMol25. Energies are from ωB97M-V with the def2-TZVPD basis set.

The value obtained for the molecular weight is 123.22 g/mol. As for the structure (SMILES): CNCCCS.O. As for the LUMO energy: 0.87 eV. The calculation puts the gap between HOMO and LUMO at 9.6894 eV. The value obtained for the highest occupied orbital energy is -8.817 eV.

Each line ends with the Löwdin charge.
Atoms and positions in Å:
C1 0.439 -1.363 1.960  -0.1371
N1 0.236 -0.290 0.979  -0.1205
C2 -1.180 0.009 0.857  -0.3013
C3 -1.406 1.325 0.111  -0.2542
C4 -0.778 1.326 -1.293  -0.5510
S1 -1.367 -0.021 -2.383  0.6850
H1 -0.217 -2.211 1.792  0.0701
H2 1.454 -1.777 1.902  0.0726
H3 0.330 -0.984 2.972  0.0752
H4 0.478 -0.715 0.091  0.0868
H5 -1.672 -0.819 0.358  0.0887
H6 -1.588 0.116 1.860  0.1137
H7 -2.487 1.404 0.045  0.1005
H8 -0.930 2.141 0.639  0.1071
H9 -1.033 2.224 -1.843  0.0560
H10 0.287 1.221 -1.146  0.0607
H11 -2.639 0.363 -2.446  -0.1528
O1 4.439 -0.638 1.488  -0.0564
H12 5.038 -0.014 1.078  0.0279
H13 4.997 -1.346 1.816  0.0288

***

Model ii:
Here is a cluster of 2 separate species, C4H13NOS in total from OMol25. Energies are from ωB97M-V with the def2-TZVPD basis set.

The value obtained for the molecular weight is 123.22 g/mol. As for the structure (SMILES): CNCCCS.O. As for the LUMO energy: 0.85 eV. The calculation puts the gap between HOMO and LUMO at 9.9772 eV. The value obtained for the highest occupied orbital energy is -9.127 eV.

Each line ends with the Löwdin charge.
Atoms and positions in Å:
C1 2.286 0.007 -0.157  -0.1158
N1 0.891 -0.402 -0.226  -0.1509
C2 0.058 0.577 0.470  -0.2778
C3 -1.415 0.252 0.336  -0.2637
C4 -1.951 0.420 -1.056  -0.5793
S1 -1.842 2.086 -1.757  0.6980
H1 2.627 -0.205 0.851  0.0834
H2 2.362 1.044 -0.448  0.0760
H3 2.869 -0.581 -0.855  0.0807
H4 0.667 -0.462 -1.208  0.1017
H5 0.250 1.600 0.143  0.0894
H6 0.437 0.574 1.495  0.1246
H7 -2.012 0.796 1.088  0.1208
H8 -1.521 -0.776 0.685  0.1104
H9 -2.974 0.059 -1.148  0.0661
H10 -1.455 -0.213 -1.791  0.0597
H11 -1.938 2.836 -0.651  -0.1433
O1 0.636 -2.569 1.723  -0.0849
H12 1.305 -3.197 1.431  0.0283
H13 0.721 -1.848 1.074  -0.0236

***

Model iii:
Here is a cluster of 2 separate species, C4H13NOS in total from OMol25. Energies are from ωB97M-V with the def2-TZVPD basis set.

The value obtained for the molecular weight is 123.22 g/mol. As for the structure (SMILES): CNCCCS.O. As for the LUMO energy: 0.73 eV. The calculation puts the gap between HOMO and LUMO at 9.1590 eV. The value obtained for the highest occupied orbital energy is -8.428 eV.

Each line ends with the Löwdin charge.
Atoms and positions in Å:
C1 -1.364 1.303 -1.702  -0.1357
N1 -0.660 0.433 -0.795  -0.1289
C2 -1.080 0.457 0.604  -0.2840
C3 0.109 0.384 1.557  -0.2810
C4 0.761 -0.972 1.569  -0.5946
S1 -0.243 -2.350 2.156  0.7044
H1 -0.601 2.067 -2.060  0.0869
H2 -2.270 1.759 -1.279  0.0764
H3 -1.585 0.767 -2.629  0.0704
H4 -0.492 -0.547 -0.956  0.0993
H5 -1.823 -0.308 0.924  0.0909
H6 -1.617 1.394 0.721  0.1026
H7 -0.031 0.781 2.557  0.1061
H8 0.767 1.138 1.086  0.1155
H9 1.723 -0.837 2.068  0.0713
H10 0.998 -1.264 0.500  0.0632
H11 -1.408 -1.735 2.367  -0.1627
O1 2.594 -1.070 -2.151  -0.0722
H12 3.112 -0.485 -1.578  0.0347
H13 3.111 -0.914 -2.957  0.0371

***

Model iv:
Here is a cluster of 2 separate species, C4H13NOS in total from OMol25. Energies are from ωB97M-V with the def2-TZVPD basis set.

The value obtained for the molecular weight is 123.22 g/mol. As for the structure (SMILES): CSCCCN.O. As for the LUMO energy: 0.80 eV. The calculation puts the gap between HOMO and LUMO at 9.2065 eV. The value obtained for the highest occupied orbital energy is -8.407 eV.

Each line ends with the Löwdin charge.
Atoms and positions in Å:
C1 -0.689 -1.984 -2.413  -0.4211
S1 -1.500 -0.764 -1.369  0.8241
C2 -0.369 -0.750 -0.006  -0.5930
C3 -0.447 0.612 0.577  -0.3102
C4 0.358 0.605 1.947  -0.2890
N1 0.426 1.936 2.519  -0.0503
H1 -0.096 -2.707 -1.828  0.0472
H2 -0.006 -1.418 -3.070  0.0178
H3 -1.401 -2.542 -3.044  0.0357
H4 -0.723 -1.419 0.801  0.0888
H5 0.677 -1.028 -0.240  0.0879
H6 -0.003 1.404 -0.056  0.0821
H7 -1.514 0.862 0.731  0.1049
H8 1.389 0.209 1.875  0.1205
H9 -0.165 0.041 2.742  0.1049
H10 0.856 1.886 3.450  0.0678
H11 -0.524 2.294 2.664  0.0690
O1 1.481 0.744 -1.489  -0.0948
H12 1.099 0.349 -2.306  0.0428
H13 1.149 1.671 -1.484  0.0649

***

Which one is the least stable? From the structures above, model iii.